Record 1
55
Properties=species:S:1:pos:R:3 method="wB97M-V/def2-TZVPD" lumo_ev=0.559 orbital_gap_ev=9.20
C -4.300 -2.242 1.569
C -3.693 -3.105 0.469
C -2.214 -2.778 0.210
C -2.100 -1.383 -0.342
O -2.289 -1.083 -1.500
N -1.819 -0.417 0.580
C -1.711 0.950 0.139
N -0.456 1.313 -0.460
C 0.717 0.586 -0.332
C 1.106 -0.004 0.874
C 2.303 -0.689 0.955
C 3.118 -0.779 -0.155
S 4.645 -1.668 -0.013
O 5.273 -1.828 -1.286
O 4.466 -2.826 0.811
N 5.586 -0.629 0.959
C 6.029 0.556 0.464
N 5.336 1.066 -0.551
C 5.758 2.219 -1.037
C 6.858 2.888 -0.520
C 7.488 2.276 0.553
N 7.086 1.120 1.048
C 2.764 -0.184 -1.352
C 1.567 0.493 -1.440
C -2.812 1.214 -0.951
O -2.558 1.797 -1.967
O -3.991 0.827 -0.529
C -5.078 0.982 -1.457
C -6.330 0.422 -0.812
C -2.029 1.874 1.337
F -2.081 3.155 0.977
F -1.111 1.774 2.309
F -3.202 1.574 1.912
H -4.296 -1.191 1.291
H -3.748 -2.360 2.499
H -5.330 -2.541 1.750
H -3.768 -4.157 0.749
H -4.247 -2.963 -0.460
H -1.821 -3.468 -0.537
H -1.637 -2.880 1.130
H -1.645 -0.650 1.545
H -0.614 1.668 -1.403
H 0.496 0.096 1.756
H 2.615 -1.163 1.872
H 6.145 -1.048 1.686
H 5.182 2.612 -1.865
H 7.199 3.826 -0.924
H 8.349 2.716 1.041
H 3.435 -0.272 -2.189
H 1.269 0.955 -2.369
H -4.816 0.444 -2.374
H -5.184 2.046 -1.692
H -6.206 -0.638 -0.608
H -6.530 0.937 0.124
H -7.174 0.559 -1.481



Record 2
46
Properties=species:S:1:pos:R:3 method="wB97M-V/def2-TZVPD" lumo_ev=0.749 orbital_gap_ev=8.78
C 1.648 2.615 -5.139
C 0.990 1.340 -4.604
C -0.012 1.663 -3.531
C -1.336 1.917 -3.860
C -2.270 2.240 -2.892
C -1.882 2.330 -1.566
C -0.567 2.091 -1.217
C 0.369 1.744 -2.187
N 1.710 1.505 -1.838
C 2.190 1.123 -0.617
S 3.636 1.760 -0.114
N 1.501 0.216 0.108
C 1.915 -0.127 1.450
C 0.668 -0.262 2.322
N -0.207 -1.275 1.772
C -0.965 -2.073 2.611
C -0.352 -2.724 3.690
C -1.052 -3.567 4.528
C -2.400 -3.811 4.317
C -3.036 -3.187 3.260
C -2.330 -2.331 2.439
F -3.032 -1.715 1.449
C -0.637 -0.942 0.434
C 0.603 -0.772 -0.451
H 2.375 2.371 -5.910
H 0.896 3.274 -5.566
H 2.158 3.157 -4.346
H 0.485 0.832 -5.427
H 1.756 0.667 -4.212
H -1.637 1.853 -4.895
H -3.296 2.426 -3.171
H -2.599 2.598 -0.806
H -0.247 2.189 -0.190
H 2.397 2.014 -2.380
H 2.569 0.658 1.829
H 2.468 -1.075 1.441
H 0.953 -0.520 3.340
H 0.148 0.710 2.347
H 0.703 -2.573 3.855
H -0.538 -4.048 5.346
H -2.948 -4.475 4.966
H -4.087 -3.337 3.067
H -1.234 -1.756 0.024
H -1.236 -0.020 0.411
H 0.300 -0.494 -1.458
H 1.134 -1.733 -0.493



Record 3
47
Properties=species:S:1:pos:R:3 method="wB97M-V/def2-TZVPD" lumo_ev=0.484 orbital_gap_ev=8.58
C 0.563 1.532 2.640
C -0.216 0.725 1.648
C 0.267 -0.288 0.922
C 1.636 -0.850 1.116
O 1.797 -1.925 1.663
N 2.685 -0.104 0.685
C 2.597 1.083 -0.126
C 3.155 0.801 -1.539
O 4.066 -0.273 -1.547
C 4.871 -0.291 -0.395
C 4.028 -0.636 0.842
C -0.601 -1.045 -0.058
C -0.327 -0.579 -1.465
C -0.579 0.745 -1.914
C -0.285 0.920 -3.226
S 0.304 -0.526 -3.952
C 0.154 -1.368 -2.460
C -2.067 -0.832 0.251
C -2.473 0.235 0.975
C -3.918 0.543 1.222
C -4.775 -0.058 0.113
C -4.471 -1.544 -0.011
C -3.000 -1.803 -0.296
O -2.640 -2.780 -0.925
N -1.560 1.088 1.534
H 0.623 2.573 2.322
H 1.569 1.138 2.746
H 0.077 1.501 3.615
H 1.558 1.403 -0.199
H 3.179 1.878 0.357
H 3.640 1.711 -1.927
H 2.356 0.510 -2.222
H 5.371 0.682 -0.267
H 5.631 -1.054 -0.563
H 3.928 -1.717 0.961
H 4.492 -0.225 1.748
H -0.371 -2.114 -0.001
H -0.971 1.522 -1.281
H -0.379 1.807 -3.820
H 0.417 -2.405 -2.409
H -4.063 1.625 1.278
H -4.215 0.116 2.187
H -5.833 0.096 0.330
H -4.544 0.439 -0.832
H -5.062 -2.007 -0.802
H -4.714 -2.054 0.926
H -1.897 1.807 2.156



Record 4
47
Properties=species:S:1:pos:R:3 method="wB97M-V/def2-TZVPD" lumo_ev=-0.264 orbital_gap_ev=8.03
C -3.023 0.552 7.748
O -3.369 -0.376 6.748
C -2.813 -0.239 5.516
C -3.218 -1.216 4.571
C -2.740 -1.200 3.298
C -1.825 -0.206 2.883
N -1.387 -0.239 1.610
C -0.549 0.698 1.274
O -0.017 0.814 0.040
C 0.808 1.911 0.076
C 1.544 2.301 -1.147
O 2.319 3.239 -1.160
N 1.253 1.537 -2.219
C 1.904 1.705 -3.495
C 3.077 0.737 -3.686
C 2.631 -0.722 -3.618
O 1.626 -0.931 -4.581
C 1.260 -2.283 -4.799
C 0.472 -2.313 -6.104
C 0.429 -2.854 -3.647
C 0.823 2.501 1.301
C -0.057 1.738 2.123
C -0.502 1.774 3.426
C -1.411 0.782 3.830
C -1.925 0.738 5.146
H -1.950 0.524 7.966
H -3.579 0.253 8.634
H -3.310 1.570 7.466
H -3.918 -1.967 4.903
H -3.043 -1.937 2.573
H 0.630 0.754 -2.104
H 1.173 1.540 -4.288
H 2.273 2.733 -3.533
H 3.828 0.914 -2.915
H 3.522 0.930 -4.662
H 2.263 -0.953 -2.607
H 3.490 -1.382 -3.819
H 2.179 -2.886 -4.911
H 1.065 -1.881 -6.905
H -0.438 -1.729 -5.995
H 0.212 -3.335 -6.364
H 0.105 -3.861 -3.894
H -0.447 -2.233 -3.480
H 1.008 -2.898 -2.727
H 1.390 3.368 1.571
H -0.170 2.533 4.119
H -1.594 1.497 5.838



Record 5
48
Properties=species:S:1:pos:R:3 method="wB97M-V/def2-TZVPD" lumo_ev=0.627 orbital_gap_ev=8.77
C 2.734 -0.314 2.288
N 1.697 -1.044 1.536
C 1.676 -2.553 1.667
C 0.628 -2.917 2.709
C 0.382 -4.421 2.852
C 1.420 -5.164 3.683
O 2.620 -5.064 3.436
O 0.992 -6.054 4.567
C 0.755 -0.343 0.767
O -0.064 -1.021 0.144
C 0.699 1.201 0.596
C 0.471 1.980 1.921
C 1.829 1.855 -0.299
C 0.840 2.171 -1.397
N -0.188 1.631 -0.522
C -1.516 2.091 -0.450
O -2.196 2.029 0.585
C -2.153 2.700 -1.639
C -2.780 3.943 -1.687
S -3.359 4.375 -3.248
C -2.915 2.801 -3.853
C -3.123 2.371 -5.181
C -2.703 1.087 -5.559
C -2.053 0.278 -4.654
C -1.798 0.744 -3.325
C -2.283 2.006 -2.927
H 2.462 -0.080 3.290
H 3.034 0.584 1.761
H 3.618 -0.943 2.372
H 1.376 -3.068 0.724
H 2.646 -3.022 1.922
H -0.328 -2.482 2.437
H 0.935 -2.501 3.691
H 0.262 -4.866 1.861
H -0.566 -4.520 3.445
H 1.808 -6.421 4.962
H -0.172 1.407 2.560
H -0.029 2.921 1.711
H 1.432 2.176 2.417
H 2.598 1.128 -0.571
H 2.242 2.777 0.119
H 0.631 3.233 -1.609
H 0.969 1.627 -2.337
H -2.862 4.557 -0.817
H -3.574 3.023 -5.913
H -3.008 0.674 -6.534
H -1.767 -0.727 -4.934
H -1.315 0.153 -2.562



Record 6
48
Properties=species:S:1:pos:R:3 method="wB97M-V/def2-TZVPD" lumo_ev=0.440 orbital_gap_ev=9.28
C 4.780 -4.230 -0.977
C 3.994 -2.955 -1.033
C 3.580 -2.316 0.128
C 2.864 -1.133 0.073
C 2.558 -0.558 -1.156
N 1.847 0.645 -1.234
S 0.396 0.762 -2.076
O -0.008 2.125 -1.906
O 0.580 0.257 -3.400
C -0.704 -0.269 -1.088
C -1.390 0.436 -0.117
C -2.212 -0.222 0.787
C -3.030 0.540 1.784
O -4.244 0.468 1.785
N -2.352 1.313 2.663
C -0.920 1.403 2.831
C -0.481 2.859 2.614
O -1.167 3.721 3.489
C -2.564 3.637 3.305
C -3.068 2.211 3.547
C -2.353 -1.602 0.675
C -1.666 -2.294 -0.302
C -0.819 -1.648 -1.205
C -0.094 -2.443 -2.239
C 2.980 -1.183 -2.325
C 3.683 -2.369 -2.256
H 5.837 -4.024 -1.146
H 4.678 -4.709 -0.007
H 4.449 -4.921 -1.749
H 3.814 -2.749 1.090
H 2.548 -0.647 0.986
H 1.776 1.150 -0.364
H -1.289 1.510 -0.110
H -0.408 0.733 2.141
H -0.674 1.113 3.861
H 0.580 2.980 2.838
H -0.668 3.150 1.569
H -3.006 4.331 4.021
H -2.827 3.949 2.284
H -4.132 2.128 3.329
H -2.880 1.924 4.588
H -3.011 -2.122 1.355
H -1.786 -3.365 -0.381
H -0.729 -3.247 -2.604
H 0.799 -2.893 -1.804
H 0.208 -1.813 -3.069
H 2.737 -0.732 -3.273
H 4.004 -2.848 -3.169



Record 7
49
Properties=species:S:1:pos:R:3 method="wB97M-V/def2-TZVPD" lumo_ev=-0.426 orbital_gap_ev=8.37
C -3.234 -0.554 5.238
C -2.924 0.104 3.932
C -3.448 1.501 3.739
S -5.227 1.789 4.153
C -5.704 3.184 3.190
O -5.990 0.589 4.011
O -5.292 2.238 5.526
C -2.004 -0.441 3.007
S -1.299 0.370 1.668
C -0.089 -0.841 1.393
N 0.798 -0.864 0.154
C 1.308 -2.169 -0.384
C 2.501 -2.001 -1.379
C 2.267 -0.835 -2.400
C 1.935 0.400 -1.532
C 0.747 0.318 -0.630
O 1.100 -0.949 -3.191
C 1.217 -0.315 -4.508
C 2.736 -0.393 -4.760
C 3.478 -0.138 -5.903
C 4.849 0.099 -5.711
C 5.397 -0.004 -4.421
C 4.649 -0.391 -3.284
C 3.265 -0.614 -3.475
N -0.091 -1.829 2.250
C -1.114 -1.632 3.265
O -1.352 -2.570 3.991
H -2.806 -1.543 5.368
H -2.770 0.010 6.084
H -4.294 -0.669 5.315
H -2.703 2.167 4.221
H -3.471 1.759 2.718
H -5.669 2.862 2.174
H -6.694 3.594 3.507
H -5.031 3.923 3.497
H 0.488 -2.696 -0.785
H 1.772 -2.763 0.424
H 3.517 -1.837 -0.915
H 2.490 -2.933 -1.998
H 2.658 0.508 -0.674
H 2.062 1.280 -2.144
H -0.169 0.378 -1.226
H 0.655 1.208 0.007
H 0.951 0.665 -4.285
H 0.600 -0.651 -5.391
H 2.927 0.084 -6.852
H 5.491 0.587 -6.401
H 6.437 0.358 -4.291
H 5.079 -0.343 -2.290



Record 8
47
Properties=species:S:1:pos:R:3 method="wB97M-V/def2-TZVPD" lumo_ev=0.558 orbital_gap_ev=8.74
C 0.057 -3.387 2.404
C 0.680 -2.940 1.087
O 0.523 -1.548 0.843
C -0.718 -1.159 0.332
O -0.953 -1.755 -0.924
C -0.309 -1.184 -1.981
C -0.307 -2.004 -3.215
O 0.107 -1.618 -4.281
O -0.815 -3.225 -3.033
C 0.257 0.027 -1.963
C 0.270 0.892 -0.747
C 1.663 0.979 -0.176
C 2.670 0.122 -0.454
S 4.137 0.458 0.394
C 3.396 1.824 1.177
C 3.990 2.684 2.088
C 3.238 3.720 2.599
C 1.913 3.900 2.203
C 1.322 3.046 1.298
C 2.058 1.984 0.769
C -0.723 0.376 0.318
C -2.121 1.004 0.198
C -2.860 0.846 -1.136
C -3.772 -0.384 -1.192
O -4.497 -0.446 -2.399
H -1.026 -3.294 2.377
H 0.440 -2.780 3.220
H 0.308 -4.428 2.588
H 1.763 -3.088 1.115
H 0.263 -3.512 0.250
H -1.542 -1.536 0.960
H -0.797 -3.721 -3.867
H 0.745 0.382 -2.855
H -0.028 1.907 -1.037
H 2.647 -0.719 -1.119
H 5.018 2.538 2.383
H 3.679 4.402 3.310
H 1.345 4.721 2.614
H 0.296 3.197 0.996
H -0.337 0.659 1.303
H -2.748 0.605 0.999
H -1.996 2.072 0.394
H -2.150 0.807 -1.964
H -3.494 1.723 -1.292
H -3.192 -1.303 -1.048
H -4.529 -0.322 -0.406
H -3.873 -0.521 -3.130



Record 9
47
Properties=species:S:1:pos:R:3 method="wB97M-V/def2-TZVPD" lumo_ev=0.233 orbital_gap_ev=9.31
C -3.128 1.114 3.127
C -2.923 1.510 1.772
C -4.095 2.097 1.134
C -1.585 1.234 1.131
O -0.741 2.229 1.795
O -1.035 -0.015 1.585
C 0.114 -0.344 0.797
C 0.109 -1.804 0.588
C 1.465 -2.458 0.200
C 1.521 -3.940 -0.052
O 1.824 -1.824 -1.011
C 2.738 -0.887 -0.756
C 3.302 -1.105 0.513
C 2.685 -2.138 1.078
O 2.935 -2.524 2.237
C 2.772 0.136 -1.733
C 3.870 -0.191 -2.771
C 1.897 1.208 -1.850
C 0.812 1.648 -0.899
O 0.047 2.729 -1.422
C -1.328 2.494 -1.071
O -2.172 3.296 -1.352
C -1.485 1.103 -0.384
C -2.611 0.158 -1.056
C -0.134 0.502 -0.533
H -4.130 1.084 3.613
H -2.330 0.881 3.740
H -4.105 3.192 1.151
H -4.323 1.868 0.092
H -4.927 1.892 1.695
H -0.747 2.017 2.692
H 1.023 0.143 1.294
H -0.263 -2.259 1.560
H -0.558 -2.158 -0.218
H 0.878 -4.154 -0.897
H 2.505 -4.235 -0.400
H 1.274 -4.612 0.881
H 4.022 -0.475 0.969
H 3.345 -0.703 -3.597
H 4.588 -0.950 -2.517
H 4.316 0.741 -3.208
H 2.224 1.810 -2.802
H 1.280 2.135 -0.002
H -3.193 0.668 -1.794
H -2.285 -0.719 -1.580
H -3.268 -0.205 -0.376
H -0.184 -0.188 -1.364



Record 10
49
Properties=species:S:1:pos:R:3 method="wB97M-V/def2-TZVPD" s2=0.77 lumo_ev="0.438 / 0.454" orbital_gap_ev="7.53 / 7.63" spin_multiplicity=2
Co -0.208 -0.295 0.473
O -1.155 1.149 -0.443
C -2.436 1.274 -0.295
C -3.208 1.846 -1.336
C -4.561 2.044 -1.205
C -5.246 1.689 -0.035
C -4.526 1.128 0.992
C -3.139 0.913 0.895
C -2.494 0.302 2.033
N -1.247 0.034 2.122
C -0.744 -0.705 3.282
C 0.629 -1.253 2.906
N 0.600 -1.656 1.511
C 1.197 -2.711 1.101
C 1.287 -3.118 -0.269
C 1.987 -4.309 -0.553
C 2.120 -4.782 -1.831
C 1.534 -4.046 -2.876
C 0.843 -2.888 -2.637
C 0.686 -2.368 -1.322
O 0.003 -1.287 -1.161
H -2.691 2.109 -2.250
H -5.111 2.477 -2.033
H -6.312 1.847 0.054
H -5.029 0.837 1.909
H -3.153 0.054 2.871
H -1.439 -1.508 3.541
H -0.646 -0.047 4.150
H 0.940 -2.065 3.569
H 1.356 -0.440 2.978
H 1.683 -3.355 1.838
H 2.429 -4.854 0.275
H 2.659 -5.697 -2.034
H 1.630 -4.399 -3.897
H 0.393 -2.323 -3.443
C 2.829 3.448 1.351
As 1.262 2.580 0.654
C -0.206 3.276 1.677
C 1.073 3.181 -1.154
O 1.477 0.938 0.761
H 2.658 4.519 1.458
H 3.663 3.273 0.675
H 3.062 3.011 2.320
H -0.310 4.341 1.475
H -0.002 3.121 2.735
H -1.111 2.745 1.390
H 0.931 4.262 -1.172
H 0.215 2.663 -1.576
H 1.978 2.916 -1.697



Energy relative to the best compared isomer or geometry (same formula, charge and spin) for every record listed, in sequence, given in kJ/mol: 49.2 0.0 165.2 164.4 180.5 154.3 457.1 19.2 440.3 0.0.